Molecular formula: C34H37N4O4S
Method: DFT, ωB97M-V/def2-TZVPD

Each atom is followed by the atoms it is bonded to, with distances in Å.
Positions of all 80 atoms, in Å:
1 C -5.937 0.471 2.017  N2 1.451, H22 1.095, H23 1.097, H24 1.100
2 N -5.014 0.618 3.128  C1 1.451, C3 1.449, C4 1.394
3 C -5.334 1.761 3.957  N2 1.449, H25 1.093, H26 1.102, H27 1.096
4 C -3.750 0.030 3.143  N2 1.394, C5 1.412, C21 1.422
5 C -2.844 0.212 2.075  C4 1.412, C6 1.381, H28 1.095
6 C -1.555 -0.278 2.159  C5 1.381, C7 1.421, H29 1.087
7 C -1.080 -0.993 3.291  C6 1.421, C8 1.456, C20 1.420
8 C 0.301 -1.430 3.438  C7 1.456, C9 1.372, H30 1.094
9 C 1.415 -0.644 3.280  C8 1.372, C10 1.457, C18 1.471
10 C 2.730 -1.272 3.259  C9 1.457, O11 1.233, N12 1.417
11 O 2.883 -2.488 3.392  C10 1.233
12 N 3.864 -0.448 3.050  C10 1.417, C13 1.459, C14 1.380
13 C 5.135 -1.127 2.817  N12 1.459, H31 1.096, H32 1.091, H33 1.095
14 C 3.877 0.932 3.084  N12 1.380, S15 1.676, N16 1.381
15 S 5.239 1.897 2.933  C14 1.676
16 N 2.630 1.506 3.228  C14 1.381, C17 1.468, C18 1.415
17 C 2.620 2.973 3.179  N16 1.468, H34 1.085, H35 1.097, H36 1.099
18 C 1.390 0.824 3.211  C9 1.471, N16 1.415, O19 1.230
19 O 0.351 1.482 3.172  C18 1.230
20 C -2.056 -1.313 4.271  C7 1.420, C21 1.388, H37 1.093
21 C -3.324 -0.751 4.253  C4 1.422, C20 1.388, H38 1.095
22 H -5.840 -0.514 1.548  C1 1.095
23 H -6.949 0.581 2.425  C1 1.097
24 H -5.790 1.253 1.259  C1 1.100
25 H -4.695 1.800 4.843  C3 1.093
26 H -5.221 2.701 3.394  C3 1.102
27 H -6.386 1.682 4.254  C3 1.096
28 H -3.176 0.806 1.217  C5 1.095
29 H -0.877 -0.132 1.322  C6 1.087
30 H 0.464 -2.480 3.701  C8 1.094
31 H 5.903 -0.346 2.863  C13 1.096
32 H 5.300 -1.886 3.584  C13 1.091
33 H 5.137 -1.571 1.817  C13 1.095
34 H 1.594 3.318 3.252  C17 1.085
35 H 3.249 3.342 3.999  C17 1.097
36 H 3.091 3.292 2.239  C17 1.099
37 H -1.776 -2.004 5.071  C20 1.093
38 H -4.037 -0.940 5.062  C21 1.095
39 C -1.485 -6.586 1.114  C40 1.521, H61 1.098, H62 1.099, H63 1.098
40 C -2.100 -6.123 2.426  C39 1.521, C41 1.518, C42 1.525, O43 1.485
41 C -1.823 -4.645 2.635  C40 1.518, H64 1.100, H65 1.102, H66 1.099
42 C -3.593 -6.430 2.454  C40 1.525, H67 1.098, H68 1.099, H69 1.098
43 O -1.542 -6.944 3.530  C40 1.485, C44 1.386
44 C -0.230 -6.691 3.898  O43 1.386, C45 1.490, O60 1.217
45 C -0.012 -5.521 4.794  C44 1.490, N46 1.296, H70 1.104
46 N 1.057 -5.613 5.520  C45 1.296, C47 1.310
47 C 1.451 -5.093 6.656  N46 1.310, C48 1.453, C54 1.468
48 C 2.826 -5.358 7.043  C47 1.453, C49 1.415, C53 1.406
49 C 3.435 -4.870 8.224  C48 1.415, C50 1.397, H71 1.093
50 C 4.809 -5.042 8.413  C49 1.397, C51 1.407, H72 1.093
51 C 5.576 -5.745 7.467  C50 1.407, C52 1.402, H73 1.094
52 C 4.947 -6.323 6.355  C51 1.402, C53 1.391, H74 1.090
53 C 3.578 -6.161 6.166  C48 1.406, C52 1.391, H75 1.090
54 C 0.534 -4.229 7.409  C47 1.468, C55 1.402, C59 1.407
55 C 0.884 -2.885 7.608  C54 1.402, C56 1.392, H76 1.096
56 C -0.076 -1.995 8.082  C55 1.392, C57 1.401, H77 1.093
57 C -1.331 -2.467 8.488  C56 1.401, C58 1.403, H78 1.090
58 C -1.624 -3.837 8.421  C57 1.403, C59 1.392, H79 1.093
59 C -0.728 -4.707 7.807  C54 1.407, C58 1.392, H80 1.094
60 O 0.682 -7.447 3.619  C44 1.217
61 H -1.757 -7.632 0.917  C39 1.098
62 H -1.860 -5.966 0.288  C39 1.099
63 H -0.391 -6.499 1.149  C39 1.098
64 H -2.276 -4.289 3.571  C41 1.100
65 H -0.739 -4.443 2.629  C41 1.102
66 H -2.261 -4.055 1.817  C41 1.099
67 H -4.034 -6.112 3.408  C42 1.098
68 H -4.120 -5.907 1.644  C42 1.099
69 H -3.755 -7.509 2.330  C42 1.098
70 H -0.788 -4.740 4.879  C45 1.104
71 H 2.836 -4.362 8.983  C49 1.093
72 H 5.310 -4.622 9.289  C50 1.093
73 H 6.656 -5.857 7.599  C51 1.094
74 H 5.517 -6.895 5.622  C52 1.090
75 H 3.062 -6.622 5.325  C53 1.090
76 H 1.899 -2.560 7.355  C55 1.096
77 H 0.164 -0.930 8.135  C56 1.093
78 H -2.079 -1.765 8.858  C57 1.090
79 H -2.566 -4.216 8.825  C58 1.093
80 H -0.969 -5.766 7.678  C59 1.094

LUMO, eV: 0.81
Total charge: -1